Entry from OMol25: a molecular structure, C6H15N2 (ωB97M-V/def2-TZVPD).

Structure (ORCA input):
```
! wB97M-V def2-TZVPD RIJCOSX def2/J DEFGRID3
* xyz 1 1
C -1.294 1.684 1.443
C -0.361 0.804 1.811
C 1.526 -0.386 -1.510
C -2.267 -0.982 -1.425
C 1.133 0.600 -0.392
C 0.383 0.066 0.799
N 0.388 -1.215 1.013
N 2.107 0.835 0.606
H -2.047 2.152 2.121
H -1.618 1.686 0.411
H -0.051 0.690 2.813
H 1.381 -1.403 -1.174
H 2.525 -0.358 -1.708
H 0.991 -0.195 -2.359
H -1.329 -0.734 -1.973
H -2.583 -2.002 -1.735
H -2.220 -1.139 -0.343
H 0.803 1.484 -0.835
H 0.121 -1.575 1.946
H 0.405 -1.814 0.301
H -3.003 -0.217 -1.604
H 2.990 0.364 0.640
H 2.021 1.656 1.157
*
```

Output
* relative energy (zero: lowest compared OMol25 entry of this formula, charge and spin): 293.5 kJ/mol
* energy: -346.80079 Eh
* HOMO: -14.2498 eV

Entry from OMol25: a molecular structure, C5H8O2 (ωB97M-V/def2-TZVPD).

Structure (ORCA input):
```
! wB97M-V def2-TZVPD RIJCOSX def2/J DEFGRID3
* xyz 0 1
C -0.597 -1.618 0.679
C -0.237 -0.472 -0.259
O -0.899 -0.752 -1.480
C -0.701 1.217 0.511
O -0.252 2.312 -0.167
C 1.136 -0.145 -0.408
C 2.200 0.417 -0.497
H -1.684 -1.763 0.748
H -0.201 -1.422 1.675
H -0.170 -2.562 0.312
H -0.685 -0.067 -2.128
H -0.332 1.171 1.535
H -1.506 0.643 0.143
H 0.720 2.316 -0.048
H 3.207 0.727 -0.617
*
```

Output
* relative energy (zero: lowest compared OMol25 entry of this formula, charge and spin): 429.9 kJ/mol
* energy: -345.64121 Eh
* HOMO: -8.4528 eV

Entry from OMol25: C4H10NS in the gas phase (ωB97M-V/def2-TZVPD).

Structure (ORCA input):
```
! wB97M-V def2-TZVPD RIJCOSX def2/J DEFGRID3
* xyz 0 2
C -0.837 -0.516 -0.377
N -0.365 0.178 0.875
C 1.088 0.645 0.702
C 1.401 1.702 -0.397
S 2.107 0.774 -1.908
C -1.659 -1.690 0.180
H 0.107 -1.031 -0.871
H -1.223 0.124 -1.123
H -0.947 0.899 1.222
H 1.728 0.936 1.457
H 1.528 -0.331 0.483
H 0.436 2.038 -0.876
H 1.962 2.505 -0.109
H -0.920 -2.251 0.728
H -1.945 -2.360 -0.730
H -2.460 -1.621 0.745
*
```

Output
* <S²>: 0.75
* relative energy (zero: lowest compared OMol25 entry of this formula, charge and spin): 171.8 kJ/mol
* energy: -611.22191 Eh
* HOMO (alpha / beta): -8.8975 / -8.6926 eV

Entry from OMol25: 5 unconnected molecules or ions with the total composition C40H38F37N2O8S2 (ωB97M-V/def2-TZVPD).

Structure (ORCA input):
```
! wB97M-V def2-TZVPD RIJCOSX def2/J DEFGRID3
* xyz -1 1
C 2.506 -4.399 3.178
C 2.804 -3.425 2.197
C 1.800 -2.943 1.042
C 1.932 -3.582 -0.389
C 3.102 -4.693 -0.528
O 4.234 -4.326 -1.015
O 2.940 -6.023 -0.173
C 1.055 -3.182 -1.623
C 1.209 -3.789 -3.085
C 1.347 -5.394 -3.141
C 2.737 -5.702 -3.937
C 3.208 -7.238 -3.831
C 4.791 -7.233 -3.512
C 5.715 -7.217 -4.865
C 6.754 -5.991 -4.905
C 6.115 -4.585 -5.356
C 5.297 -4.736 -6.758
C -0.028 -2.060 -1.374
S -1.143 -1.408 -2.708
O -1.890 -2.520 -3.441
O -2.236 -0.493 -2.162
C 0.004 -0.458 -3.887
F -0.220 -0.849 -5.249
F 1.392 -0.745 -3.617
C -0.125 1.157 -3.689
F -1.225 1.713 -4.370
F 1.093 1.695 -4.241
F -0.075 1.480 -2.304
C -0.163 -1.423 0.060
N -1.033 -0.372 0.535
S -0.808 0.028 2.176
N 0.454 -1.095 2.541
C 0.734 -1.829 1.329
H 3.390 -4.882 3.742
H 1.464 -4.749 3.476
H 3.859 -2.959 2.232
H 0.372 -3.496 -3.815
H 2.175 -3.323 -3.528
H 1.300 -5.916 -2.122
H 0.450 -5.790 -3.757
H 3.535 -4.991 -3.520
H 2.593 -5.433 -5.043
H 3.083 -7.688 -4.894
H 2.583 -7.863 -3.109
H 5.086 -8.135 -2.855
H 5.131 -6.303 -2.915
H 6.344 -8.179 -4.816
H 5.073 -7.299 -5.814
H 7.289 -5.899 -3.884
H 7.599 -6.216 -5.669
H 5.426 -4.185 -4.533
H 6.940 -3.797 -5.504
H 5.320 -3.786 -7.393
H 4.225 -5.051 -6.453
H 5.770 -5.639 -7.304
C -2.332 5.708 -1.422
C -1.659 5.751 -2.804
C -0.266 5.132 -2.864
F 0.608 5.772 -2.058
F 0.240 5.219 -4.122
F -1.646 7.031 -3.254
F -2.465 5.063 -3.665
O -2.238 6.902 -0.640
C -1.061 7.041 0.126
C -0.222 8.252 -0.299
F 0.158 8.166 -1.596
F 0.918 8.337 0.434
F -0.367 5.889 0.099
F -1.466 7.203 1.408
H -3.404 5.591 -1.606
H -2.054 4.820 -0.849
H -0.288 4.073 -2.590
H -0.783 9.180 -0.173
C -3.839 -1.780 6.628
C -4.673 -0.679 7.316
C -5.035 0.523 6.444
F -3.949 1.190 6.009
F -5.772 1.419 7.154
F -4.039 -0.287 8.449
F -5.840 -1.263 7.724
O -2.425 -1.761 6.861
C -1.648 -0.928 6.023
C -0.938 0.188 6.797
F -1.818 0.989 7.437
F -0.228 0.981 5.957
F -2.410 -0.463 5.013
F -0.727 -1.735 5.452
H -4.165 -2.726 7.071
H -4.075 -1.878 5.565
H -5.628 0.219 5.578
H -0.256 -0.228 7.542
C 3.952 7.897 -1.923
C 4.687 6.957 -0.946
C 4.954 7.523 0.449
F 5.744 8.614 0.422
F 5.598 6.606 1.215
F 5.837 6.530 -1.524
F 3.907 5.846 -0.802
O 4.773 8.611 -2.859
C 5.343 9.827 -2.419
C 6.875 9.783 -2.398
F 7.334 8.816 -1.575
F 7.385 10.956 -1.944
F 4.811 10.175 -1.232
F 4.933 10.769 -3.301
H 3.328 7.256 -2.553
H 3.241 8.555 -1.416
H 4.019 7.781 0.956
H 7.273 9.594 -3.397
C -10.112 -3.113 3.739
C -9.332 -4.078 4.655
C -9.061 -3.578 6.074
F -8.306 -2.464 6.094
F -8.377 -4.514 6.781
F -8.180 -4.439 4.038
F -10.076 -5.220 4.752
O -9.339 -2.323 2.826
C -8.807 -1.109 3.316
C -7.275 -1.094 3.307
F -6.762 -2.084 4.072
F -6.800 0.073 3.812
F -9.328 -0.843 4.529
F -9.270 -0.141 2.492
H -10.724 -3.743 3.088
H -10.834 -2.506 4.291
H -9.995 -3.377 6.607
H -6.888 -1.217 2.293
*
```

Output
* energy: -6749.52721 Eh
* HOMO: -5.2127 eV

Entry from OMol25: a gas-phase ion, C8H17N2S (charge +1) (ωB97M-V/def2-TZVPD).

Structure (ORCA input):
```
! wB97M-V def2-TZVPD RIJCOSX def2/J DEFGRID3
* xyz 1 1
C 0.829 -2.951 -0.199
C 1.617 -1.654 -0.062
C 0.745 -0.485 0.395
C -0.210 0.013 -0.669
C -0.424 1.494 -0.466
C 0.470 1.917 0.695
C 1.518 0.796 0.769
S 2.820 1.103 -0.503
C -1.622 0.636 -0.136
N -2.214 0.426 1.101
N -2.701 0.616 -1.220
H 0.329 -3.205 0.734
H 1.505 -3.764 -0.448
H 0.080 -2.884 -0.986
H 2.086 -1.410 -1.016
H 2.410 -1.794 0.672
H 0.189 -0.807 1.286
H -0.218 -0.450 -1.641
H -0.493 2.189 -1.292
H 0.931 2.884 0.508
H -0.089 1.987 1.632
H 2.013 0.722 1.735
H 3.440 2.065 0.173
H -2.103 1.186 1.761
H -2.016 -0.466 1.536
H -2.809 -0.323 -1.624
H -2.495 1.285 -1.972
H -3.589 0.872 -0.764
*
```

Output
* relative energy (zero: lowest compared OMol25 entry of this formula, charge and spin): 43.2 kJ/mol
* SMILES: CC[C@@H]1[C@@H]2[C@H](C[C@@H]1S)[C@@]2(N)[NH3+]
* energy: -822.46021 Eh
* HOMO: -12.0290 eV

Entry from OMol25: a molecular structure, C36H31N4O3PTb (ωB97M-V/def2-TZVPD).

Structure (ORCA input):
```
! wB97M-V def2-TZVPD RIJCOSX def2/J DEFGRID3
* xyz 3 7
Tb 0.638 0.340 -0.658
C 3.571 0.600 0.780
C 3.414 -0.877 1.140
C 4.582 -1.309 2.027
C 3.341 -1.722 -0.127
C 3.324 -3.234 0.080
O 2.390 -3.694 -0.944
C 1.700 -2.659 -1.345
N 2.072 -1.495 -0.890
C 0.642 -2.949 -2.344
C 1.041 -3.756 -3.409
C 0.155 -4.053 -4.431
C -1.143 -3.561 -4.392
C -1.554 -2.782 -3.323
C -0.677 -2.457 -2.284
P -1.356 -1.600 -0.830
C -1.839 0.050 -1.493
C -2.637 0.882 -0.692
C -2.946 2.170 -1.109
C -2.439 2.669 -2.304
C -1.600 1.881 -3.082
C -1.294 0.581 -2.676
C -2.875 -2.401 -0.317
C -4.113 -2.100 -0.885
C -5.229 -2.825 -0.504
C -5.112 -3.848 0.429
C -3.881 -4.148 0.995
C -2.760 -3.422 0.628
H 3.404 1.264 1.628
H 2.922 0.953 -0.051
H 4.573 0.790 0.392
H 2.477 -1.040 1.695
H 5.523 -1.239 1.479
H 4.470 -2.331 2.386
H 4.663 -0.665 2.901
H 4.167 -1.444 -0.792
H 2.905 -3.542 1.040
H 4.273 -3.730 -0.095
H 2.049 -4.146 -3.437
H 0.474 -4.679 -5.253
H -1.840 -3.803 -5.182
H -2.583 -2.448 -3.283
H -3.057 0.504 0.234
H -3.603 2.781 -0.504
H -2.708 3.664 -2.632
H -1.214 2.253 -4.022
H -0.700 -0.054 -3.334
H -4.220 -1.309 -1.618
H -6.192 -2.596 -0.940
H -5.988 -4.413 0.718
H -3.794 -4.944 1.721
H -1.800 -3.663 1.072
O 0.071 7.037 2.490
N 0.571 6.221 3.235
O 1.077 6.425 4.308
C 0.528 4.811 2.777
C 0.408 3.865 3.728
C 0.270 2.489 3.353
C 0.100 1.465 4.305
C -0.075 0.168 3.885
C -0.082 -0.093 2.515
N 0.110 0.848 1.592
C 0.276 2.137 2.000
C 0.482 3.158 0.999
N 0.593 2.748 -0.295
C 0.801 3.661 -1.238
C 0.915 5.023 -0.959
C 0.816 5.448 0.342
C 0.593 4.505 1.370
H 0.399 4.150 4.772
H 0.102 1.709 5.360
H -0.223 -0.640 4.587
H -0.240 -1.103 2.150
H 0.889 3.305 -2.260
H 1.092 5.725 -1.762
H 0.912 6.497 0.583
*
```

Output
* <S²>: 12.69
* energy: -3000.10813 Eh
* HOMO (alpha / beta): -16.7703 / -16.7601 eV